# 1
A cluster of 5 separate species, C23H31N4O2P3 in total in a non-equilibrium geometry. Source: the Open Molecules 2025 dataset; level of theory: ωB97M-V with the def2-TZVPD basis set.

Calculated values
Structure (SMILES): CCP(C)#[PH]P(O)O.c1ccncc1.c1ccncc1.c1ccncc1.c1ccncc1
Lowest unoccupied orbital energy: 0.4 eV

```
63
Properties=species:S:1:pos:R:3:nbo_charge:R:1
C 4.31 1.26 2.25 -0.62
C 3.53 1.34 0.89 -0.69
P 2.04 0.18 0.85 0.48
C 2.75 -1.51 1.24 -0.92
P 0.82 0.88 2.53 -0.21
P -1.30 0.40 2.27 1.09
O -2.05 1.35 1.09 -0.99
O -1.47 -1.22 1.82 -0.98
H 5.39 1.42 2.11 0.21
H 3.96 2.04 2.95 0.21
H 4.18 0.30 2.77 0.20
H 3.16 2.37 0.81 0.25
H 4.21 1.15 0.05 0.23
H 2.81 -2.16 0.36 0.24
H 2.16 -2.01 2.03 0.23
H 3.78 -1.45 1.65 0.22
H 0.95 2.30 2.45 0.05
H -1.64 2.22 1.04 0.50
H -1.19 -1.73 2.58 0.50
C 0.99 3.10 -4.07 -0.17
C 0.72 2.07 -3.19 -0.26
C 0.98 2.27 -1.85 0.03
N 1.47 3.40 -1.34 -0.44
C 1.72 4.39 -2.21 0.03
C 1.50 4.29 -3.58 -0.26
H 0.80 2.98 -5.13 0.21
H 0.32 1.12 -3.54 0.22
H 0.78 1.49 -1.12 0.21
H 2.12 5.30 -1.78 0.20
H 1.71 5.12 -4.23 0.21
C -5.00 -2.95 0.02 -0.16
C -4.16 -2.65 1.08 -0.26
C -4.15 -3.50 2.17 0.03
N -4.89 -4.61 2.26 -0.43
C -5.69 -4.89 1.22 0.02
C -5.78 -4.10 0.09 -0.26
H -5.04 -2.31 -0.85 0.22
H -3.54 -1.77 1.07 0.24
H -3.51 -3.31 3.02 0.19
H -6.28 -5.79 1.33 0.19
H -6.44 -4.37 -0.72 0.22
C 5.13 9.32 -2.18 -0.17
C 4.65 8.36 -3.06 -0.26
C 3.38 7.85 -2.84 0.03
N 2.60 8.21 -1.82 -0.42
C 3.08 9.13 -0.99 0.03
C 4.33 9.72 -1.12 -0.26
H 6.11 9.75 -2.31 0.22
H 5.25 8.02 -3.89 0.22
H 2.96 7.10 -3.50 0.19
H 2.42 9.41 -0.17 0.19
H 4.67 10.46 -0.41 0.22
C -4.73 -8.94 1.42 -0.17
C -4.25 -10.18 1.03 -0.26
C -2.92 -10.28 0.64 0.03
N -2.07 -9.24 0.63 -0.42
C -2.56 -8.06 1.01 0.03
C -3.87 -7.85 1.41 -0.26
H -5.76 -8.82 1.73 0.21
H -4.89 -11.05 1.02 0.22
H -2.50 -11.22 0.33 0.19
H -1.85 -7.24 0.98 0.19
H -4.20 -6.87 1.72 0.24
```



# 2
A cluster of 2 separate species, C4H14N2O in total. Source: the Open Molecules 2025 dataset; level of theory: ωB97M-V with the def2-TZVPD basis set.

Calculated values
Structure (SMILES): CCCN.NCO
Relative energy (zero: lowest compared OMol25 entry of this formula, charge and spin): 24.7 kcal per mole
Lowest unoccupied orbital energy: 1.0 eV

```
21
Properties=species:S:1:pos:R:3:nbo_charge:R:1
C 0.55 -0.26 1.88 -0.60
C 1.28 -0.71 0.61 -0.41
C 0.55 -1.83 -0.10 -0.21
N 1.14 -2.06 -1.43 -0.84
H 0.40 -1.11 2.54 0.20
H -0.42 0.19 1.63 0.20
H 1.13 0.49 2.41 0.21
H 1.36 0.13 -0.08 0.21
H 2.30 -1.01 0.87 0.19
H -0.49 -1.52 -0.25 0.18
H 0.53 -2.74 0.52 0.16
H 0.68 -2.83 -1.90 0.36
H 2.11 -2.31 -1.34 0.35
N -1.38 1.10 -1.50 -0.83
C -1.77 2.03 -0.49 0.09
O -0.63 2.75 0.03 -0.75
H -0.93 1.57 -2.27 0.36
H -0.73 0.43 -1.13 0.36
H -2.47 2.75 -0.92 0.15
H -2.25 1.49 0.33 0.15
H -0.97 3.45 0.59 0.46
```



# 3
The molecule C4H14OSi2 in a non-equilibrium geometry. Source: the Open Molecules 2025 dataset; level of theory: ωB97M-V with the def2-TZVPD basis set.

Calculated values
Structure (SMILES): CO[Si@H](C)[SiH](C)C
Relative energy (zero: lowest compared OMol25 entry of this formula, charge and spin): 32.5 kcal per mole
Lowest unoccupied orbital energy: 0.9 eV

```
21
Properties=species:S:1:pos:R:3:nbo_charge:R:1
C 1.34 -1.51 -2.63 -0.23
O 1.18 -1.13 -1.30 -0.91
Si -0.14 -1.25 -0.34 1.25
C -1.68 -0.57 -1.25 -1.12
Si 0.51 0.46 1.43 0.92
C 0.60 2.26 0.79 -1.07
C -0.84 0.34 2.76 -1.09
H 2.21 -0.99 -3.04 0.18
H 0.46 -1.25 -3.22 0.16
H 1.50 -2.59 -2.70 0.17
H -0.42 -2.66 -0.03 -0.21
H -1.47 0.41 -1.68 0.23
H -2.01 -1.21 -2.07 0.23
H -2.51 -0.45 -0.58 0.24
H 1.80 0.17 2.07 -0.17
H -0.37 2.62 0.47 0.23
H 0.96 2.93 1.57 0.24
H 1.28 2.33 -0.05 0.24
H -1.82 0.61 2.37 0.23
H -0.92 -0.67 3.15 0.23
H -0.64 0.99 3.61 0.23
```



Number 1: gap between HOMO and LUMO 0.29833 Ha, total energy -2288.53028 hartree, E_HOMO -7.699 eV. Number 2: gap between HOMO and LUMO 0.37998 Ha, total energy -345.53681 hartree, E_HOMO -9.342 eV. Number 3: gap between HOMO and LUMO 0.36504 Ha, total energy -815.04723 hartree, E_HOMO -8.999 eV.